This record from the Open Molecules 2025 dataset describes an isolated ion of composition C7H8N and charge +1 in a non-equilibrium geometry. The level of theory is ωB97M-V with the def2-TZVPD basis set.

```
! wB97M-V def2-TZVPD RIJCOSX def2/J DEFGRID3
* xyz 1 1
H 3.265 -1.219 -1.264
C -1.738 0.101 0.143
C -1.450 -2.189 -0.670
H -1.807 -3.050 -0.208
C 1.920 -0.212 0.038
H 1.817 0.720 0.686
N -2.077 -0.965 -0.166
H -1.586 -2.221 -1.759
C 0.717 -0.908 -0.167
C -1.794 1.288 0.796
H 3.930 0.009 -0.114
C -0.070 -1.774 -0.506
H -2.814 1.490 1.109
C 3.124 -0.492 -0.504
H -0.813 1.209 1.433
H -1.575 2.142 0.050
*
```

- Energy relative to the best compared isomer or geometry (same formula, charge and spin): 204.9 kJ/mol
- LUMO energy: -5.42 eV
- Structure (SMILES): C=CC#CC[N+]#CC
- Total energy: -325.8323 hartree
- E_HOMO: -12.9316 eV